50
Properties=species:S:1:pos:R:3:forces:R:3:lowdin_charge:R:1 method="wB97M-V/def2-TZVPD" total_charge=+1 lumo_ev=-3.2 e_tot_ha=-1203.53153 e_homo_ev=-12.946 spin_multiplicity=1
N -0.457 -0.024 0.240 1.777 0.359 2.984 0.3636
H -2.726 -2.040 2.616 0.233 0.954 0.490 0.0571
H 1.689 -3.251 -1.041 -0.144 -0.208 0.330 0.0820
H -2.551 2.296 1.896 0.820 -0.563 0.875 0.0668
H -0.469 0.173 -0.704 -0.001 1.082 -2.693 0.0536
H 2.147 0.808 2.481 2.575 -3.168 -0.665 -0.0135
O -1.387 -2.951 -0.589 -1.131 0.323 -0.191 -0.0722
H -0.486 -2.790 -0.896 -0.117 0.087 -0.545 -0.0374
H 0.937 2.626 -3.650 0.085 0.181 -0.416 0.0708
H -2.064 1.231 2.985 -0.397 -0.232 -0.028 0.0106
H 0.749 -3.140 3.025 -0.368 0.265 -0.594 0.1069
H -0.750 2.781 -1.602 -0.333 0.491 0.816 -0.0031
H -0.522 3.315 -0.205 1.087 0.813 0.725 -0.0121
O 1.588 1.518 2.489 -2.148 2.627 1.553 -0.0091
H -1.402 -0.683 -3.181 -2.627 -1.472 0.040 0.0224
O -0.413 -0.462 3.454 -1.538 -0.871 -0.126 -0.0242
H 0.221 0.186 3.674 1.083 0.970 0.232 -0.0044
H 2.768 -0.970 -3.314 -0.099 0.490 0.095 0.0667
H -1.366 -0.101 0.603 -1.941 -0.394 0.603 0.0672
O -1.808 2.001 2.477 -0.270 0.689 -1.015 -0.0652
H 1.699 0.007 -2.688 0.634 0.922 1.438 -0.0378
H 2.028 -1.789 1.612 -0.652 -0.494 0.491 -0.0083
H -4.016 0.278 -0.256 -1.779 -0.408 2.780 -0.0072
H -2.023 -2.538 -1.220 0.923 -0.478 0.707 0.0625
H 1.348 2.896 1.386 0.435 0.362 -0.793 0.0060
H 1.477 -2.410 -2.217 0.086 0.679 -1.629 0.0307
H 1.719 2.081 -1.742 0.549 -0.964 1.131 0.0705
H 0.053 -0.872 0.408 0.164 -0.720 0.045 0.0745
H 1.630 1.791 3.426 -0.214 0.328 -0.596 0.1049
H -0.167 1.754 -3.080 -0.442 -0.665 -0.363 -0.0042
O -0.798 0.009 -3.166 2.176 0.724 0.250 -0.0053
H -0.008 -0.521 -3.371 0.421 0.564 -0.292 0.0315
O -1.152 2.838 -0.710 -0.867 -1.148 -1.054 -0.0504
H 2.684 1.039 -0.835 -0.548 0.895 -0.459 0.0745
O -3.473 0.380 -0.980 2.318 -0.054 -1.807 -0.0018
O 0.148 2.657 -3.108 0.512 0.401 0.098 -0.0329
H 0.010 0.695 0.827 -0.287 0.045 -0.763 0.1165
O 1.546 3.384 0.555 0.993 -0.047 0.231 -0.0866
O 1.918 -0.531 -3.436 -0.158 -1.531 -1.617 -0.0508
O -2.879 -1.609 1.763 0.509 1.217 1.720 -0.0272
H 0.267 -3.490 1.627 -0.407 0.036 -0.184 0.0749
O 0.373 -2.731 2.212 0.951 -0.942 0.775 -0.0546
O 1.873 1.176 -1.357 -0.285 -0.062 -0.383 -0.0745
H 0.028 -1.263 3.164 -0.040 0.217 -0.085 -0.0170
H 2.532 3.360 0.472 -1.380 0.151 0.298 0.0659
O 2.534 -1.111 1.177 -0.007 0.966 0.338 -0.0222
H 2.961 -1.580 0.477 0.594 -0.245 -0.790 0.0275
H -3.077 -2.395 1.327 -0.661 -1.928 -2.300 -0.0047
O 1.170 -2.493 -1.332 0.370 -0.512 1.257 -0.0224
H -4.082 0.488 -1.694 -0.453 0.265 -0.916 0.0417

=====

51
Properties=species:S:1:pos:R:3:forces:R:3:lowdin_charge:R:1 method="wB97M-V/def2-TZVPD" total_charge=0 lumo_ev=-0.9 e_tot_ha=-1299.42729 e_homo_ev=-10.041 spin_multiplicity=1
H -1.754 -2.673 -0.672 -0.477 -0.143 0.050 0.0687
H 0.593 3.090 -2.181 -0.315 0.676 -0.484 -0.0307
O 1.409 3.455 -1.819 -1.282 2.236 -0.509 -0.0388
O 3.617 1.684 -0.052 1.059 -0.872 -1.319 -0.0338
O 1.910 1.938 2.145 2.049 -0.775 0.079 -0.0406
O -2.475 -2.304 -0.139 2.097 1.827 -0.766 0.0047
H -0.738 -3.248 1.817 -0.355 -0.007 0.249 0.0005
H -2.024 -0.702 -2.342 0.930 0.087 -0.420 0.1023
H -0.331 0.694 2.776 -0.312 0.565 0.877 0.0117
H 2.967 1.584 0.624 -1.388 0.624 1.550 -0.0243
H -0.994 -0.481 -1.327 0.524 0.371 3.126 -0.0338
H 0.330 -1.761 2.501 -1.142 -0.676 -0.071 -0.0197
H -2.935 0.600 -1.168 -0.408 -0.248 -0.330 0.0242
O 1.667 0.775 -1.960 -1.283 -0.510 0.370 -0.0356
O -1.093 -0.401 -2.236 -2.152 -0.282 -3.146 -0.0318
O 1.005 -2.003 -2.451 0.799 -0.163 -0.322 -0.0650
H 4.056 0.825 0.012 0.310 0.202 -0.112 0.0405
O 0.785 -1.005 2.843 0.296 0.681 0.329 -0.0148
H 1.414 -3.447 0.953 1.897 -0.766 1.213 0.0622
H 2.924 -1.532 -1.173 0.325 -0.344 -0.385 0.0284
H -0.459 -0.490 0.517 0.519 -0.029 0.113 0.0603
O -3.018 -0.016 2.311 -0.259 -0.514 1.033 -0.0420
O -0.616 1.554 3.171 1.405 -1.249 -0.002 -0.0497
H 0.294 -1.362 -2.553 -0.501 0.007 -0.181 -0.0204
O -0.022 0.295 0.163 0.584 -0.409 -0.788 -0.0413
H -0.574 1.776 0.201 -0.066 1.815 0.346 0.0083
H 2.256 0.758 -2.684 0.879 0.296 -1.616 0.0742
H 0.334 -3.791 0.036 -0.501 -0.914 -1.018 0.0715
O 2.618 -1.336 -0.296 0.412 0.434 0.941 -0.0491
O -1.448 -2.734 2.225 0.585 -0.385 0.482 -0.0691
H 2.259 0.647 -1.224 0.860 0.254 0.981 0.0074
H -3.202 -2.869 -0.181 -1.833 -1.631 -0.188 0.0507
H 0.967 2.000 2.167 -1.321 0.229 0.310 -0.0186
O 0.700 -3.062 0.504 -1.136 1.136 -0.324 -0.0046
H -1.665 2.612 -2.683 -2.577 1.511 0.563 0.0253
H -2.327 1.666 -0.294 -0.349 -0.421 0.778 0.0448
H -1.312 1.805 2.594 -1.299 0.590 -0.660 -0.0002
O -0.821 2.383 -2.963 1.492 0.743 -1.038 0.0163
H 0.660 0.119 -0.540 -0.841 -0.268 1.130 0.0518
H -1.861 -2.321 1.457 -0.299 0.171 0.229 -0.0305
H -3.191 0.144 1.390 -0.239 0.229 -0.854 -0.0303
O -2.845 0.818 -0.246 0.276 1.036 -0.364 -0.0571
H 1.767 -1.423 -2.615 -0.412 -0.454 -0.057 0.0236
H -3.834 -0.386 2.684 0.454 0.218 -0.124 0.0572
H 1.784 2.641 -1.630 1.920 -2.052 1.005 -0.0631
H 2.129 1.218 2.768 -0.393 0.703 -0.366 0.0576
H 1.701 -1.234 2.745 0.796 0.117 -0.032 0.0436
H -0.852 1.478 -2.744 0.692 -2.367 0.258 -0.0138
O -0.869 2.748 0.308 -0.510 -1.811 0.051 -0.0711
H -0.699 3.141 -0.543 0.566 0.518 -0.342 0.0100
H 1.814 -1.864 -0.198 -0.078 0.011 -0.246 -0.0157

=====

52
Properties=species:S:1:pos:R:3:forces:R:3:mulliken_spin:R:1 method="wB97M-V/def2-TZVPD" total_charge=0 lumo_ev="-0.1 / -0.2" e_tot_ha=-1299.88551 e_homo_ev="-2.475 / -10.880" spin_multiplicity=2
H 0.930 -4.017 -3.523 -0.082 0.764 -0.410 -0.0165
H 2.907 3.540 3.009 0.431 -0.162 0.129 -0.0108
H -1.369 -1.334 3.186 -0.226 0.101 -0.073 0.0572
O -1.088 3.276 -0.484 2.090 -1.013 -0.064 0.1152
H 3.007 1.343 1.398 -0.077 0.075 -0.135 -0.0397
H 3.944 -3.103 -1.499 0.030 -0.180 -0.017 0.0038
H -5.560 1.114 -1.422 0.052 -0.133 -0.457 -0.0268
H -3.028 1.602 1.962 0.505 0.157 -0.509 0.0385
O -1.224 3.322 2.262 1.281 0.308 1.199 -0.0549
H 0.016 -4.764 -2.738 -0.679 0.113 0.048 -0.0013
H -1.307 -1.474 -4.317 0.293 -0.070 -0.295 -0.0185
H -1.745 -0.787 -3.091 0.125 0.306 0.139 0.0058
H 0.971 -0.741 1.289 -0.474 -0.968 0.017 0.0553
O 1.156 -0.942 2.251 0.790 1.773 0.689 -0.3257
H 1.679 -0.517 -2.876 -0.458 0.019 -0.013 0.0394
H 2.249 4.099 1.830 0.232 0.180 -0.375 0.0152
H -2.858 0.707 3.097 0.426 -0.502 0.144 0.0944
H 1.460 -2.395 0.054 -0.576 -0.009 0.204 -0.0174
H 3.339 -2.330 -2.649 0.040 -0.085 -0.162 0.0029
H -1.299 -3.303 -1.604 0.001 0.035 -0.142 0.0065
H 1.375 1.367 1.190 0.495 -0.077 0.370 -0.0628
H -2.139 -4.519 -1.997 -0.035 0.062 -0.132 0.0031
H -1.073 -2.058 4.442 0.357 0.088 0.271 -0.0221
O 1.807 0.418 -3.064 0.574 0.176 0.163 -0.0315
O -2.034 -2.400 1.527 -0.130 -0.137 0.245 0.0466
O -1.120 -0.672 -3.819 -0.409 -0.273 0.272 0.0557
O 3.141 3.887 2.140 -0.576 0.153 0.208 0.1107
H 1.063 0.872 -2.653 -0.290 -0.245 -0.118 -0.0091
H 2.186 -1.436 -0.743 -0.171 0.627 -0.112 0.0381
H -1.962 -3.363 1.536 0.266 -0.044 -0.065 -0.0209
O 3.283 2.197 -1.327 1.811 -0.274 0.450 0.0843
H -0.450 1.954 0.148 0.366 -0.259 0.552 -0.1490
H -2.923 -2.275 1.174 0.018 0.343 -0.127 0.0110
O 3.207 -3.131 -2.124 0.014 0.295 0.109 -0.0010
O 1.360 -1.469 -0.229 0.632 -0.680 -0.392 -0.0066
O -0.018 -3.980 -3.312 1.003 -0.918 0.339 0.0531
O -2.160 -3.718 -1.468 -0.175 0.026 0.385 0.0053
O -0.055 1.154 0.603 -0.279 0.156 -0.656 0.9811
H -1.581 2.743 -1.110 -1.180 1.200 -0.123 0.0079
O -0.884 -1.207 4.023 -0.476 -0.125 -0.422 -0.1067
H -0.293 3.054 2.136 -0.329 -0.208 -0.978 0.0341
H 1.783 0.061 2.319 0.107 -0.397 -0.485 0.2102
H 2.870 1.480 -1.826 -0.890 0.584 0.017 0.0009
H 0.406 -0.736 2.869 -0.041 -0.645 -0.213 -0.0360
O 2.152 1.237 1.841 -0.380 -0.245 0.299 0.1483
H -1.308 4.093 -0.036 -1.228 -0.083 -0.400 0.0031
H -1.114 3.354 3.231 -0.995 0.276 -0.026 0.0422
H 2.789 2.913 -0.933 -0.870 -0.333 -0.404 0.0111
O -2.496 0.830 2.207 -0.911 -0.025 0.367 -0.2472
H -0.821 0.665 0.947 -0.011 0.135 0.235 -0.1465
H -4.806 1.749 -0.331 0.409 0.126 -0.032 -0.0104
O -4.690 1.496 -1.256 -0.401 0.013 0.484 0.0803